1.
{
  "formula": "C18H47NO6",
  "method": "ωB97M-V with the def2-TZVPD basis set",
  "orbital_gap_ev": [8.199, 2.901],
  "multiplicity": 2,
  "e_homo_ev": [-11.2, -11.2],
  "total_charge": 1,
  "s_squared": 0.754,
  "symbols": ["C", "O", "C", "C", "N", "C", "C", "O", "C", "H", "H", "H", "H", "H", "H", "H", "H", "H", "H", "H", "H", "H", "H", "H", "C", "C", "C", "O", "H", "H", "H", "H", "H", "H", "H", "H", "C", "C", "C", "O", "H", "H", "H", "H", "H", "H", "H", "H", "C", "C", "C", "O", "H", "H", "H", "H", "H", "H", "H", "H", "C", "C", "C", "O", "H", "H", "H", "H", "H", "H", "H", "H"],
  "xyz": [[7.7387, -3.0557, 4.6068], [6.8499, -3.8861, 3.7825], [6.6025, -3.2750, 2.5958], [5.6291, -4.1124, 1.7690], [5.2518, -3.3787, 0.5170], [4.2451, -4.0501, -0.2943], [3.7362, -3.0754, -1.3435], [2.6706, -3.6350, -2.0914], [2.0351, -2.6973, -2.9316], [7.8860, -3.6249, 5.5246], [7.1971, -2.1527, 4.8884], [8.6070, -2.5554, 4.1782], [7.5186, -3.1699, 2.0146], [6.2288, -2.2638, 2.7569], [4.6718, -4.2700, 2.2658], [6.0661, -5.0825, 1.5324], [6.0903, -3.2419, -0.0291], [3.3451, -4.2985, 0.2682], [4.6479, -5.0083, -0.6228], [4.5415, -3.0087, -2.0750], [3.5723, -2.0990, -0.8875], [2.8409, -2.2872, -3.5403], [1.3632, -1.9292, -2.5485], [1.5047, -3.3233, -3.6492], [-1.5198, 0.2315, -2.0986], [-1.7508, -0.2270, -0.6436], [-1.0134, -1.5459, -0.4141], [-1.2971, 0.7245, 0.3735], [-1.2460, -0.6221, -2.7187], [-0.6533, 0.8807, -2.2244], [-2.3598, 0.8287, -2.4533], [-2.7999, -0.3920, -0.3979], [-1.1673, -1.9478, 0.5874], [0.0679, -1.4635, -0.5242], [-1.3327, -2.2898, -1.1439], [-1.8542, 1.5001, 0.4714], [-4.5933, 2.5082, 0.0907], [-4.4738, 2.7470, 1.5648], [-4.8895, 1.4721, 2.2252], [-3.1152, 2.8061, 1.7869], [-4.3368, 1.4782, -0.1572], [-3.8913, 3.0931, -0.5035], [-5.6450, 2.6989, -0.1233], [-4.9679, 3.5917, 2.0448], [-4.9390, 1.4886, 3.3140], [-4.3239, 0.5744, 1.9758], [-5.9692, 1.3445, 2.1474], [-2.8286, 2.3846, 2.6004], [2.4254, 0.1429, 2.0399], [1.4808, 1.0661, 2.9354], [1.5403, 2.4867, 2.4942], [0.1720, 0.5205, 2.7679], [2.4041, -0.9022, 2.3487], [3.4544, 0.4978, 1.9829], [2.1889, 0.0909, 0.9772], [1.7361, 0.9964, 3.9928], [2.5215, 2.9470, 2.6095], [0.7249, 3.0563, 2.9401], [1.3693, 2.5737, 1.4212], [-0.0865, 0.2220, 1.8929], [-4.7537, 3.1223, -3.7776], [-6.1849, 3.3866, -4.2788], [-6.4224, 4.8853, -4.3050], [-6.4031, 2.8704, -5.5376], [-4.5733, 3.5476, -2.7903], [-4.1407, 3.5069, -4.5927], [-4.4974, 2.0694, -3.6606], [-6.8703, 2.8518, -3.6212], [-7.3550, 5.0409, -4.8474], [-5.5964, 5.5028, -4.6580], [-6.7708, 5.2167, -3.3268], [-6.3040, 1.9177, -5.4732]],
  "forces_ev_per_a": [[-1.670, 0.260, 0.683], [1.456, 0.068, 1.228], [0.028, 0.553, -1.031], [-1.354, 1.874, 0.420], [0.928, -4.260, 0.451], [-2.149, 1.364, 0.707], [0.945, -0.827, -2.018], [-0.256, 0.152, 2.383], [0.651, -0.745, -1.973], [0.497, 0.060, -0.367], [-0.669, -0.030, 0.247], [0.490, -1.245, -0.681], [0.375, 0.078, -0.308], [-0.401, 0.270, -0.134], [0.179, -0.197, 0.335], [0.087, -0.132, -0.478], [0.402, 1.415, -0.392], [0.276, -0.169, 0.718], [0.413, 0.010, -0.464], [0.438, 0.778, -0.118], [-0.461, 0.035, 0.011], [-0.105, 0.789, -0.078], [0.266, -0.176, 0.711], [-0.411, 0.136, 0.175], [0.133, 0.455, 0.541], [0.674, 0.439, 0.644], [0.076, -0.012, 0.357], [0.743, -1.172, -0.857], [-0.746, -0.055, -0.233], [0.157, 0.157, 0.606], [-0.085, -0.378, -0.354], [-0.211, -0.110, -0.532], [-0.233, 0.051, 0.032], [0.149, 0.388, -0.134], [-0.183, 0.003, 0.059], [-0.501, 0.189, -0.078], [-0.800, 0.671, -0.516], [0.641, -2.157, 0.635], [-2.393, -0.578, 1.779], [3.165, 1.066, 0.000], [-0.240, -0.163, 0.244], [-0.382, 0.560, 0.084], [0.079, -0.042, -0.851], [-0.318, 0.262, -0.622], [0.952, 0.546, 0.436], [-0.091, 0.214, -0.523], [-0.208, -0.561, -0.991], [-0.254, 0.055, 0.201], [0.274, 0.515, 0.516], [0.227, -2.119, -2.386], [-0.170, 0.806, -0.962], [-0.221, 0.199, 1.775], [0.047, 0.037, 0.480], [0.259, 0.028, 0.570], [-0.887, 0.510, -0.066], [-0.029, -0.313, -0.038], [-0.050, 0.067, 0.600], [0.320, 0.158, 0.337], [-0.199, -0.291, -0.216], [0.346, 0.528, -0.561], [-0.274, -0.323, -0.490], [0.914, 0.181, 1.786], [-1.597, -0.287, 0.529], [0.106, -0.458, -1.629], [0.099, 0.483, -0.269], [0.545, 0.261, 0.437], [-0.288, -0.302, -0.203], [-0.355, 0.473, 0.532], [0.297, 0.231, -0.718], [-0.111, -0.226, -0.121], [0.674, 0.080, 0.381], [-0.007, -0.123, -0.236]],
  "mulliken_charge": [-0.8363, -0.3350, -0.4914, -0.5532, 0.1172, -0.6737, -0.5193, -0.3352, -0.7137, 0.2949, 0.3681, 0.3367, 0.3514, 0.4098, 0.4036, 0.3320, 0.3704, 0.4184, 0.3861, 0.3740, 0.4144, 0.3816, 0.1975, 0.3011, -0.9490, 1.0028, -1.6970, -0.3730, 0.3708, 0.3324, -0.0436, 0.2994, 0.4336, 0.0643, 0.5246, 0.1495, -1.1752, 0.4840, -1.5086, -0.5350, 0.1443, 0.3531, 0.4457, 0.2808, 0.4785, 0.2838, 0.3974, 0.3025, -1.3574, 0.5570, -1.3087, -0.5332, 0.3187, 0.4668, 0.3171, 0.2739, 0.3979, 0.3240, 0.2418, 0.2501, -1.1264, 0.4287, -1.2391, -0.5614, 0.1892, 0.3809, 0.3208, 0.2460, 0.3700, 0.3145, 0.3404, 0.3225]
}

2.
{
  "formula": "C23H51AsBr6F6N7O7",
  "method": "ωB97M-V with the def2-TZVPD basis set",
  "orbital_gap_ev": 8.134,
  "e_homo_ev": -6.5,
  "total_charge": -1,
  "symbols": ["As", "F", "F", "F", "F", "F", "F", "C", "C", "O", "N", "C", "H", "H", "H", "H", "H", "H", "H", "C", "C", "O", "N", "C", "H", "H", "H", "H", "H", "H", "H", "C", "C", "O", "N", "C", "H", "H", "H", "H", "H", "H", "H", "C", "C", "O", "N", "C", "H", "H", "H", "H", "H", "H", "H", "C", "C", "O", "N", "C", "H", "H", "H", "H", "H", "H", "H", "C", "C", "O", "N", "C", "H", "H", "H", "H", "H", "H", "H", "C", "C", "O", "N", "C", "H", "H", "H", "H", "H", "H", "H", "C", "Br", "Br", "Br", "H", "C", "Br", "Br", "Br", "H"],
  "xyz": [[0.4574, -1.9846, -1.5076], [1.8205, -0.9188, -1.2061], [0.7270, -2.7394, 0.0954], [-0.8907, -3.0819, -1.7380], [0.1055, -1.2747, -3.0365], [1.6527, -3.1046, -2.1304], [-0.5920, -0.8254, -0.7412], [-2.8093, 2.1822, 0.6513], [-2.1348, 3.5079, 0.4852], [-1.7050, 3.8579, -0.5991], [-1.8142, 4.1873, 1.6376], [-1.9353, 3.6669, 2.9808], [-2.0414, 1.4149, 0.5676], [-3.6002, 2.0156, -0.0797], [-3.3773, 2.0755, 1.5809], [-1.2159, 4.9893, 1.5466], [-1.6975, 2.6229, 3.1818], [-2.9306, 3.9254, 3.3609], [-1.2643, 4.2352, 3.6310], [3.8804, -3.1176, -0.2762], [5.2982, -3.4581, 0.2061], [5.8107, -2.8093, 1.1064], [5.9415, -4.4456, -0.4599], [7.2881, -4.8796, -0.1145], [3.3768, -2.7728, 0.6183], [3.4112, -3.9752, -0.7463], [4.1396, -2.3368, -0.9903], [5.3634, -5.0412, -1.0236], [8.0865, -4.3272, -0.6124], [7.3485, -5.8779, -0.5524], [7.4246, -4.8575, 0.9629], [-7.1940, -0.1122, 0.3380], [-5.7529, -0.4386, 0.5953], [-5.3067, -0.4172, 1.7380], [-5.0435, -1.0155, -0.4076], [-3.7149, -1.5977, -0.1427], [-7.1143, 0.6091, -0.4904], [-7.6359, 0.4144, 1.1779], [-7.8501, -0.9297, 0.0523], [-5.3684, -0.9948, -1.3557], [-2.9995, -0.8640, -0.5150], [-3.5876, -2.4100, -0.8580], [-3.4948, -1.8238, 0.8875], [-5.5496, 2.7624, -3.3180], [-4.0876, 2.5856, -3.0030], [-3.3306, 3.5094, -2.7628], [-3.6957, 1.3011, -2.8360], [-2.3411, 0.8172, -2.6361], [-5.9233, 3.7781, -3.3866], [-6.1624, 2.2072, -2.6004], [-5.7801, 2.2771, -4.2731], [-4.3956, 0.5836, -2.7825], [-1.5762, 1.4467, -3.0884], [-2.2974, -0.1383, -3.1584], [-2.0680, 0.7289, -1.5943], [2.2923, 0.4134, 1.9359], [2.4777, 1.9080, 2.0542], [3.3027, 2.4759, 1.3502], [1.7412, 2.5644, 2.9767], [1.6255, 3.9934, 2.9636], [1.9015, -0.0397, 2.8548], [3.2025, -0.1726, 1.7882], [1.6820, 0.0345, 1.1135], [1.1668, 2.0445, 3.6171], [1.0487, 4.4932, 3.7408], [1.2758, 4.4636, 2.0388], [2.6302, 4.4173, 3.0786], [1.2197, 2.2771, -1.5870], [1.3744, 3.7520, -1.5762], [0.5103, 4.5165, -1.9922], [2.5242, 4.2506, -1.0973], [2.8711, 5.6603, -1.1803], [0.2342, 2.0456, -1.1768], [1.9154, 1.6825, -0.9950], [1.2774, 1.9333, -2.6214], [3.2828, 3.6915, -0.7432], [2.9716, 6.0054, -2.2087], [3.7618, 5.8212, -0.5764], [2.0517, 6.2000, -0.6982], [-0.9321, -0.9252, 2.8264], [-0.3192, -2.1229, 3.5422], [-0.5250, -2.2567, 4.7536], [0.3191, -3.0236, 2.7957], [0.8312, -4.2682, 3.3315], [-1.9880, -0.9726, 2.5942], [-0.3122, -0.6236, 1.9772], [-0.7657, -0.0333, 3.4399], [0.2268, -2.9300, 1.7797], [1.8717, -4.3162, 2.9902], [0.2896, -5.1310, 2.9461], [0.9207, -4.2894, 4.4118], [4.0745, -0.0995, -4.2993], [2.9252, -0.8435, -5.6598], [4.3839, 1.8048, -4.6759], [5.7520, -1.1048, -4.1645], [3.5377, -0.1447, -3.3597], [-0.1007, -6.3295, -0.0939], [0.6185, -6.2215, -1.8829], [1.0011, -7.4604, 1.0743], [-1.9681, -6.9496, -0.0633], [-0.0361, -5.3222, 0.2982]],
  "forces_ev_per_a": [[0.482, -0.333, 0.599], [-0.505, 0.027, -0.132], [-0.149, 0.186, -0.641], [0.562, 0.178, 0.114], [0.402, -0.079, -0.068], [-0.954, 0.206, -0.326], [0.160, -0.195, 0.131], [-1.281, -0.169, 0.637], [1.439, -0.086, -0.814], [-0.672, 0.199, 0.922], [0.049, -0.409, 0.274], [-0.483, 1.105, 0.850], [-0.099, -0.179, 0.067], [0.456, 0.138, -0.563], [0.507, -0.087, 0.213], [0.054, -0.038, -0.463], [-0.128, -0.128, -0.585], [-0.033, -0.559, 0.176], [0.078, 0.015, -0.168], [2.096, -0.680, 0.499], [-0.768, 0.505, 0.506], [0.361, -0.281, -0.188], [0.282, 0.172, 0.063], [-0.532, -0.498, -0.749], [-0.430, 0.268, -0.333], [-0.295, 0.201, -0.117], [-0.899, 0.209, -0.096], [0.137, -0.032, -0.150], [-0.198, 0.458, 0.138], [0.283, -0.206, 0.549], [0.104, -0.142, 0.003], [0.211, 1.512, -0.995], [-0.112, -2.085, 1.463], [0.125, 0.586, -0.300], [0.128, -0.002, 0.835], [0.097, 1.121, -2.086], [-0.718, -0.089, -0.071], [0.199, -0.066, 0.144], [0.351, -0.259, -0.093], [-0.161, -0.077, 0.011], [0.372, -0.035, 0.483], [0.005, -0.471, 0.517], [-0.478, -0.197, 0.139], [-0.797, -0.834, -0.638], [0.605, 1.056, 1.456], [-0.465, -0.086, -1.011], [-0.102, -0.662, -0.251], [0.153, 0.106, -0.505], [0.474, 0.175, 0.241], [0.072, 0.152, 0.178], [0.105, 0.078, -0.054], [-0.164, 0.130, -0.276], [-0.356, 0.341, -0.102], [0.274, -0.172, 0.367], [-0.068, -0.159, 0.154], [-0.051, -1.369, 0.885], [1.115, -0.729, -0.905], [-0.420, 0.343, 0.050], [-1.197, 0.023, 0.382], [1.379, 1.742, -0.202], [-0.326, 0.277, -0.017], [0.474, 0.776, -0.079], [-0.314, 0.731, -0.099], [-0.091, -0.142, -0.236], [-0.222, -0.935, 0.380], [-0.156, -0.722, -0.304], [0.002, -0.018, -0.004], [-0.415, -0.962, 0.288], [-0.596, 1.113, -0.283], [0.503, -0.396, -0.233], [1.936, 0.450, 0.283], [-1.095, -0.320, 0.634], [-0.122, 0.044, -0.353], [0.363, 0.374, -0.037], [-0.178, -0.054, 0.020], [-0.501, -0.617, 0.028], [0.125, 0.063, 0.015], [0.159, 0.037, -0.266], [0.092, 0.354, -0.263], [1.690, 1.070, -0.139], [-1.907, 0.343, 1.380], [0.599, 0.044, -0.501], [-0.291, -0.133, -0.519], [1.167, 0.231, -0.616], [-0.093, -0.373, -0.063], [-0.529, -0.569, -0.572], [-0.391, -0.312, 0.543], [0.396, 0.008, 0.631], [-0.073, -0.444, -0.139], [-0.088, -0.035, 0.192], [-0.634, 0.277, 0.078], [0.198, 0.319, -0.444], [0.151, 0.000, 0.219], [0.019, -0.660, 0.237], [-0.647, 0.431, 0.068], [0.153, -0.131, 0.069], [0.020, -0.396, -0.047], [-0.203, -0.226, 0.362], [-0.326, 0.323, -0.426], [0.813, 0.373, -0.033], [-0.261, -0.029, 0.085]],
  "mulliken_charge": [2.1256, -0.3680, -0.3929, -0.5144, -0.5109, -0.4962, -0.3717, -0.1257, 0.0345, -0.4741, -0.1498, -0.8436, -0.3443, 0.1401, 0.6133, 0.3564, 0.1006, 0.3672, 0.3167, -0.0982, 0.4468, -0.6884, -0.1819, -0.9126, -0.0553, 0.2057, 0.0585, 0.2772, 0.2575, 0.3475, 0.2898, -1.0413, 0.7417, -0.6400, -0.0780, -0.7763, 0.1444, 0.3291, 0.3082, 0.2664, 0.0686, 0.3995, 0.2678, -1.1751, 0.7624, -0.5565, -0.0434, -0.4020, 0.3552, 0.1281, 0.3673, 0.1831, 0.2792, 0.4445, -0.4951, -0.4729, 0.5795, -0.6659, -0.1478, -0.9869, 0.3638, 0.2946, -0.2611, 0.2785, 0.4280, 0.1786, 0.3291, 0.6761, 0.0694, -0.6708, -0.0405, -1.0206, -0.6196, 0.0493, 0.2697, 0.2896, 0.2857, 0.3809, 0.2713, -0.1172, 0.6413, -0.7424, 0.1069, -0.9255, 0.3542, -0.4338, 0.1899, 0.0460, 0.2896, 0.2085, 0.3820, 0.4394, -0.0181, -0.0524, -0.0597, -0.3537, 0.7556, -0.0415, -0.0852, -0.0542, -0.6353]
}

Number 1: E_tot -33190.9892 eV. Number 2: E_tot -546847.8351 eV.